1.
{"formula": "C7H9NO3S", "method": "ωB97M-V/def2-TZVPD", "gap_ev": 8.3, "charge": 0, "e_tot_ha": -950.58605, "de_lowest_kcal_mol": 131.8, "elements": ["C", "H", "H", "O", "C", "H", "H", "C", "H", "C", "C", "S", "H", "H", "O", "C", "C", "H", "O", "N", "H"], "xyz": [[1.14101, 0.46785, -1.93021], [-1.67965, 1.21048, -1.36201], [-0.57112, -1.04162, 3.29304], [3.35463, -0.69456, -3.01212], [-1.57975, 0.17564, 0.51795], [-2.22823, -0.73170, 0.89520], [0.48169, -0.82458, 1.18641], [-0.09357, -0.23453, -1.47911], [0.50841, 1.09348, 1.21879], [-0.60760, 0.08442, 2.97022], [-0.17076, 0.13456, 1.35659], [1.36202, 2.32930, -1.98095], [0.03874, 0.80755, 3.62685], [1.93552, 2.77010, -0.74710], [1.69589, -1.99523, -1.71284], [2.20634, -0.75512, -2.32276], [0.23463, -1.83100, -1.66029], [-1.74930, 0.42710, 3.01588], [-0.67828, -2.81309, -1.75328], [-1.43145, 0.26890, -0.98406], [-2.16916, 1.15207, 0.86380]], "forces_ev_per_a": [[-2.6, -3.2, 1.7], [0.8, -1.2, 0.5], [0.0, 2.4, -0.2], [-8.1, -0.6, 5.0], [0.1, 0.6, 1.6], [1.3, 1.6, -1.2], [-1.3, 1.9, -0.1], [2.3, 1.4, -1.0], [-1.5, -2.0, -0.1], [-0.9, -0.1, -1.0], [-0.2, 0.3, 1.6], [0.2, -1.3, 0.5], [-1.2, -1.7, -1.2], [-0.6, -1.4, -1.3], [-2.2, 2.2, -1.9], [4.6, 1.4, -2.4], [-4.4, -3.3, 0.1], [2.5, -0.7, 0.2], [6.8, 6.6, 0.8], [2.9, -0.8, -0.6], [1.3, -2.1, -0.8]], "nbo_charge": [-0.279, 0.405, 0.221, -0.510, -0.226, 0.214, 0.218, 0.162, 0.211, -0.631, -0.439, 0.000, 0.227, 0.170, -0.505, 0.755, 0.731, 0.205, -0.498, -0.640, 0.213]}


2.
{"formula": "C23H52IrO3P4S", "method": "ωB97M-V/def2-TZVPD", "gap_ev": [7.4, 4.8], "charge": 3, "e_tot_ha": -3000.22329, "de_lowest_kcal_mol": 27.2, "multiplicity": 5, "elements": ["H", "H", "H", "H", "H", "C", "H", "P", "C", "H", "O", "C", "P", "H", "H", "C", "H", "H", "H", "H", "H", "H", "H", "C", "C", "C", "H", "C", "H", "H", "H", "O", "C", "H", "C", "H", "H", "H", "H", "H", "H", "C", "H", "H", "H", "H", "H", "H", "H", "C", "H", "C", "C", "H", "C", "C", "H", "H", "H", "H", "H", "H", "C", "C", "H", "C", "H", "C", "H", "H", "H", "O", "Ir", "H", "H", "S", "H", "C", "H", "C", "P", "C", "P", "H"], "xyz": [[0.93818, -5.45483, 3.91375], [2.58730, 1.76984, -2.88663], [0.66195, 5.12949, 2.49182], [-0.00054, -0.80788, -3.87747], [0.33007, 3.36442, 3.51304], [0.27728, -4.79206, 3.34540], [0.36138, 1.62078, 4.02691], [2.01010, 0.42015, -0.93661], [-2.94641, 2.13871, 1.38703], [2.36748, -4.00913, 0.53838], [0.91601, 2.01394, 2.03566], [2.95872, 0.33880, 0.60543], [-0.34433, 2.19336, 0.98948], [0.89328, 5.01366, -0.57852], [0.85415, -3.54530, -2.10625], [1.44684, -1.88825, 3.30999], [-3.71440, -1.74152, -3.26602], [-3.57122, 1.98314, 3.43830], [0.20257, -3.30567, 1.41947], [-3.18755, 3.14995, 1.02309], [-2.78216, -5.24881, 0.29565], [3.28007, -2.82856, 1.49741], [-3.34797, -4.57231, -1.34732], [0.17016, 0.25955, -4.07976], [-2.09576, -1.81604, -1.83863], [0.89814, 2.41757, 3.48330], [-4.03921, 0.62220, 2.34756], [-2.70673, -2.13900, -3.03903], [3.81451, 1.86637, -1.56956], [-0.06163, 3.60406, -2.30947], [2.42190, -1.96565, -1.13131], [-0.34564, 3.72297, 0.51575], [2.69056, -3.75968, 1.55924], [2.82424, 3.45551, 3.55353], [2.34217, 2.53239, 3.91978], [3.97087, 0.72465, 0.42975], [-2.90234, 1.43722, 0.52762], [-4.18369, -2.62042, -0.27702], [2.32628, 2.60833, 5.01243], [1.75093, -1.97943, 4.37441], [1.24948, 0.44643, -4.16331], [2.73665, 1.85503, -1.80178], [2.25689, 2.77238, -1.42453], [-0.19139, -4.08324, -4.32717], [3.55582, -1.00565, -2.13964], [0.52437, -1.30396, 3.25702], [-2.64656, -1.24140, -1.08236], [-2.77345, 1.36939, -1.89173], [3.30403, -4.56200, 2.01425], [2.51131, -1.10397, -1.80862], [-0.50184, -4.38892, 4.01413], [-3.33978, -3.12721, 0.23816], [-0.80807, -2.28671, -1.50661], [-0.30204, 0.52706, -5.03878], [-0.17186, 2.97381, -3.20147], [0.69854, 5.60029, 1.50626], [-2.42368, -3.09791, -4.95954], [-1.00873, 3.35132, -3.80630], [-0.22435, 6.16713, 1.36256], [-2.61284, 0.11369, -3.13148], [2.48678, 0.96122, 1.37003], [-2.71949, 1.79793, -3.65957], [-0.10350, -3.10681, -2.41162], [-2.34106, 1.13723, -2.87300], [2.96410, 1.66913, 3.63950], [-3.08017, -4.34971, -0.28380], [-0.23741, -5.36675, 2.55350], [0.86520, 4.58182, 0.42865], [0.74399, 3.02836, -3.80446], [-4.90656, 2.16201, 2.23836], [2.21990, -1.27057, 2.82216], [-1.59435, 2.16007, 1.98534], [-0.19219, 0.60747, -0.60114], [1.75242, 3.97411, 0.62749], [1.86684, -1.28325, -2.67652], [-0.24799, -1.70079, 0.01735], [1.51730, 6.31536, 1.49870], [-3.93221, 1.70842, 2.44126], [3.01941, -0.68860, 0.97669], [-0.71479, -3.40254, -3.64182], [1.14833, -3.46904, 2.45999], [-1.99647, -2.92065, -3.96001], [-0.54066, 1.26638, -2.73167], [-2.87546, -2.69886, 1.16492]], "forces_ev_per_a": [[-0.1, 0.2, -0.1], [0.1, 0.1, 0.3], [0.1, 0.1, -0.2], [0.0, 0.3, -0.1], [0.3, -0.5, 0.4], [0.3, -0.3, 0.1], [0.1, 0.5, -0.3], [2.2, -0.3, 0.5], [0.2, 0.5, -0.3], [0.4, -0.3, 0.3], [-1.6, 0.1, -0.8], [0.5, 0.2, 0.2], [0.7, 1.7, 3.1], [-0.1, -0.2, 0.2], [-0.4, 0.2, -0.4], [-0.3, 0.5, 0.5], [0.7, -0.5, 0.1], [-0.2, 0.0, -0.2], [0.5, 0.2, 0.8], [0.4, -0.3, 0.1], [0.8, 1.0, -0.4], [-0.3, -0.5, 0.3], [-0.4, 0.1, 1.2], [0.0, -0.1, 0.0], [-0.9, 0.1, -0.1], [-0.2, -0.1, -0.8], [-0.1, 0.1, 0.5], [0.0, -0.1, -0.1], [-0.4, 0.2, -0.3], [-0.1, -0.1, -0.3], [0.1, 0.4, -0.1], [0.5, -1.0, -0.5], [0.1, -0.6, -0.1], [-0.2, -0.4, 0.0], [0.0, 0.6, 0.3], [-0.1, -0.3, 0.1], [-0.2, 0.3, 0.4], [1.2, 0.5, 0.3], [0.2, -0.1, -0.1], [-0.3, -0.3, -0.6], [-0.3, -0.1, 0.0], [0.1, -0.2, 0.0], [0.3, -0.3, -0.2], [-0.3, 0.5, 0.2], [-0.2, -0.1, 0.1], [-0.1, 0.0, 0.3], [0.4, 0.0, -0.6], [-0.1, 0.2, -0.4], [-0.3, 0.4, -0.4], [0.3, 0.2, -0.3], [0.4, 0.1, -0.2], [-0.5, -1.2, -0.3], [-0.2, 0.5, -0.2], [0.1, 0.0, 0.3], [0.3, 0.5, 0.2], [-0.2, 0.7, 0.3], [0.2, -0.1, 0.6], [0.2, -0.1, 0.2], [0.1, -0.1, 0.0], [0.1, 0.4, 0.0], [0.1, -0.2, -0.3], [-0.1, 0.0, 0.2], [-0.6, -0.6, -0.2], [-0.3, 0.0, -0.4], [-0.4, 0.2, 0.1], [-0.6, -0.1, 0.2], [0.3, 0.1, 0.4], [-0.3, -0.3, 0.3], [-0.2, 0.0, 0.2], [0.2, -0.1, 0.2], [-0.3, -0.6, 0.0], [0.1, -0.3, -0.9], [-0.5, -0.8, 0.8], [-0.1, -0.1, -0.2], [0.3, 0.0, 0.2], [0.1, 0.8, -1.0], [0.2, 0.0, 0.0], [0.0, -0.6, -0.3], [0.0, 0.1, -0.2], [0.8, -0.5, 0.7], [-0.1, 0.3, 0.0], [-0.2, 0.4, -0.3], [-1.4, -0.1, -1.8], [-1.0, -0.7, -0.6]], "lowdin_spin": [0.000, 0.000, 0.000, 0.002, 0.001, 0.001, 0.000, 0.191, 0.024, 0.001, 0.048, 0.034, 0.208, 0.000, 0.001, 0.001, -0.002, 0.001, 0.011, 0.001, 0.001, 0.000, 0.000, 0.040, 0.133, 0.007, 0.000, -0.005, 0.007, 0.003, 0.005, 0.067, 0.003, 0.000, 0.002, 0.006, 0.024, 0.002, 0.001, 0.000, 0.000, 0.038, 0.003, 0.000, 0.006, 0.000, 0.009, 0.016, 0.001, 0.041, 0.000, 0.027, 0.152, 0.008, 0.040, 0.003, 0.005, 0.005, 0.000, -0.001, 0.003, 0.010, 0.062, 0.068, 0.000, 0.013, 0.000, 0.003, 0.001, 0.000, 0.000, 0.068, 1.568, 0.000, 0.002, 0.626, 0.001, 0.002, 0.000, 0.026, 0.012, 0.125, 0.230, 0.010]}